[1]
Density functional theory data (the ωB97M-V functional and the def2-TZVPD basis) for an isolated molecule of C15H19N3O4 in a non-equilibrium geometry.

XYZ file:
```
41
Properties=species:S:1:pos:R:3:forces:R:3
O -1.21382 -0.29644 -2.76192 -0.3 0.6 -3.5
O 1.32333 3.21941 -3.56032 -1.9 -2.0 0.5
O -0.14624 1.58788 -4.37148 0.3 3.4 -1.5
O 2.81277 2.63038 0.50659 -5.4 -2.1 -2.4
N 1.05969 2.38791 -1.11942 2.7 0.8 -0.4
N 2.35579 0.15123 1.40987 2.9 0.1 1.7
N -2.56096 -1.85179 1.74736 -4.8 -1.9 -1.2
C 0.69433 -2.41861 2.77027 2.9 3.3 -0.3
C 0.60490 1.31482 -2.11968 0.2 1.1 1.0
C -0.40958 -1.73358 2.29824 -2.1 -1.8 -2.0
C -1.55661 -2.59636 2.15682 2.2 -0.3 1.7
C -0.91362 0.79722 -2.00507 0.7 2.8 1.5
C 0.72261 -3.73842 3.01108 0.8 -0.8 0.2
C -1.75410 2.15857 -2.24017 -0.3 -0.8 1.3
C 1.74140 2.02477 0.02489 3.7 0.5 1.4
C -2.14648 -0.62737 1.37316 -0.2 0.8 -0.5
C 1.32439 0.66446 0.63480 -1.7 0.6 -0.5
C -1.60418 -3.94843 2.53206 -0.2 1.3 0.4
C -0.41844 -4.50013 2.94050 -1.6 -1.9 0.3
C -0.02032 0.74811 1.46140 -0.3 0.8 0.1
C 0.66113 2.21948 -3.34519 0.9 -0.8 -3.7
C -0.83133 -0.51837 1.58890 2.8 0.3 2.0
H -3.44934 -2.39563 1.52415 1.5 1.9 0.2
H 1.31796 0.44749 -2.04140 -0.6 0.9 -0.9
H -1.31424 2.82517 -1.44248 -0.9 -0.4 -0.7
H 1.69427 -4.15281 3.19036 0.2 -0.4 0.5
H -1.25988 0.06069 -3.72899 0.2 -1.2 2.3
H 0.31624 1.07723 2.48335 -0.5 0.0 -0.8
H -0.49811 -5.54542 3.28046 0.6 0.5 -0.2
H 3.20772 -0.10955 0.82463 -1.6 0.7 1.1
H 2.61416 0.99671 1.95892 0.7 -1.1 -0.1
H -0.48816 2.30125 -5.09653 1.7 -2.3 2.5
H -1.00491 0.41749 -0.96932 -0.2 0.7 -0.3
H 1.65049 -1.83214 2.89787 -1.1 -0.8 -0.3
H -2.86841 1.93044 -2.02059 1.8 0.7 -0.6
H -2.77412 0.18624 1.10337 -0.7 0.1 -0.5
H -1.53206 2.69645 -3.22955 -1.1 -1.1 1.7
H -0.76569 1.49058 1.03858 1.2 -0.3 0.4
H 1.76729 3.06250 -1.62877 -2.2 -1.3 1.0
H 1.22111 -0.09675 -0.10829 -0.7 -0.1 -1.2
H -2.58897 -4.37819 2.70462 0.3 -0.5 -0.4
```
Positions in Å, forces in eV/Å.

The total charge is 0.

Atom charges from the Mulliken analysis, given in e for atoms 1 to 2: -0.6042, -0.5826

=====

[2]
Density functional theory data (the ωB97M-V functional and the def2-TZVPD basis) for an isolated molecule of C15H19N3O5 in a non-equilibrium geometry.

XYZ file:
```
42
Properties=species:S:1:pos:R:3:forces:R:3
O -5.39840 -3.04750 0.86463 0.2 0.2 0.1
O 4.97637 -2.27918 -0.96628 0.0 0.1 0.1
O 6.20351 -0.93982 0.34631 -0.3 0.3 0.1
O -3.61844 3.32892 -0.08221 -0.1 0.1 0.0
O -1.76521 -0.57813 -0.84733 0.3 -0.4 -0.1
N -1.44077 2.90416 0.26913 0.0 0.9 0.8
N -3.73796 0.10655 0.02047 -0.5 -0.1 0.2
N -0.38378 2.12325 0.03241 0.5 -0.5 -0.3
C 7.31188 -1.79980 0.13493 0.2 -0.3 -0.2
C 2.70031 -0.63405 -0.55691 0.3 0.0 0.0
C 1.80526 1.35598 0.45045 0.7 -0.5 -0.1
C 1.63479 0.20993 -0.33408 0.0 0.2 0.1
C -4.02863 -1.10645 0.74402 -0.1 -0.5 0.0
C 4.12202 0.78035 0.78472 0.1 -0.3 -0.1
C 3.95126 -0.35604 -0.00362 -0.2 0.3 0.1
C 5.06451 -1.29614 -0.27203 0.2 -0.3 -0.1
C -2.62439 2.70342 -0.38168 0.0 -0.1 -0.2
C 3.05604 1.62571 1.01096 -0.4 0.1 -0.1
C -2.63165 0.25654 -0.73728 -0.1 0.5 -0.2
C -6.30000 -3.94906 0.27588 0.0 0.0 0.0
C 0.69178 2.24844 0.69690 -0.6 0.6 0.2
C -2.57538 1.62184 -1.43260 0.1 -0.2 -0.1
C -5.08212 -1.95998 0.03124 0.1 0.2 0.0
H 0.65711 -0.00697 -0.73584 -0.1 -0.1 -0.1
H -1.64558 1.67649 -1.99506 -0.1 -0.1 0.0
H -5.98487 -1.35762 -0.16899 0.1 -0.1 0.0
H 3.18844 2.50760 1.62184 0.0 0.1 0.1
H -6.46647 -4.74017 1.00365 -0.1 0.0 -0.1
H -4.68568 -2.31224 -0.93333 0.0 0.1 0.1
H 7.08152 -2.80858 0.48424 0.1 0.1 0.0
H -7.25459 -3.46180 0.03991 0.0 0.0 0.0
H -3.43526 1.73037 -2.09361 0.0 0.1 0.1
H 2.58835 -1.52478 -1.15607 0.0 -0.1 0.0
H -4.42162 0.84813 0.04474 0.1 0.1 -0.1
H -1.41615 3.61812 1.00332 -0.1 -0.3 -0.2
H 0.81462 3.01617 1.47117 -0.1 0.0 -0.1
H 5.08882 0.98955 1.21480 0.1 0.0 0.0
H -5.88808 -4.37942 -0.64518 0.0 0.0 0.0
H 8.13782 -1.37778 0.70177 -0.1 0.0 0.0
H -3.10023 -1.67532 0.82379 -0.1 0.1 0.1
H 7.55903 -1.84653 -0.92783 0.0 0.0 0.1
H -4.38893 -0.86597 1.74705 0.1 0.0 0.0
```
Positions in Å, forces in eV/Å.

The total charge is 0.

Atom charges from the Mulliken analysis, given in e for atoms 1 to 2: -0.3030, -0.6082

=====

[3]
Density functional theory data (the ωB97M-V functional and the def2-TZVPD basis) for an isolated molecule of C15H19N5O2 in a non-equilibrium geometry.

XYZ file:
```
41
Properties=species:S:1:pos:R:3:forces:R:3
O -1.96875 -0.10358 -0.41870 0.4 0.2 0.0
O 3.11487 -1.63378 -0.33351 -0.3 0.1 0.1
N 0.52649 0.88816 -0.99572 -0.1 -0.3 0.1
N 1.01440 2.79960 0.27551 -0.4 0.0 0.2
N -1.00896 1.82895 0.53616 0.0 -0.1 -0.1
N -3.19805 1.16855 0.97417 0.4 0.5 0.1
N 2.83922 1.47127 -0.64983 0.0 0.1 0.0
C -3.97351 0.10836 0.55973 0.4 -0.7 -0.6
C 1.88364 0.86050 -1.53858 0.2 0.1 -0.5
C -2.06046 0.99795 0.37984 -0.9 0.0 0.3
C -5.28082 -0.24741 0.85357 0.2 0.1 0.0
C 0.24114 1.84698 -0.07597 0.4 0.3 -0.1
C -5.77485 -1.39404 0.25955 -0.1 -0.1 0.0
C 3.96924 -0.58727 0.10132 0.2 0.3 0.4
C 4.87990 -2.68033 0.86665 -0.1 0.0 -0.1
C 2.34546 2.79013 -0.27744 0.2 0.1 -0.2
C -3.69325 -1.82954 -0.90546 0.4 0.2 -0.1
C 4.75953 -1.20406 1.26532 -0.2 0.0 -0.2
C -3.20598 -0.68673 -0.31189 -1.1 0.0 0.5
C -5.00196 -2.16929 -0.60011 -0.1 -0.1 0.0
C 3.86574 -2.82749 -0.28607 0.2 -0.4 -0.1
C 3.15754 0.64167 0.50323 0.2 -0.3 -0.2
H -5.87731 0.35417 1.51900 -0.1 0.1 0.1
H -3.08817 -2.42422 -1.57083 0.0 -0.1 -0.1
H 4.38992 -2.97365 -1.24167 -0.1 0.0 0.1
H 3.76559 1.24764 1.17816 0.0 0.0 0.0
H 3.01513 3.22724 0.46803 0.0 -0.1 -0.1
H 4.18265 -1.09982 2.18465 0.0 0.0 0.0
H 2.37419 3.42550 -1.17264 0.1 0.0 0.1
H 1.89697 1.41957 -2.48440 0.0 -0.1 0.2
H -5.43002 -3.05654 -1.04101 0.0 -0.1 0.0
H 5.72435 -0.72144 1.39930 0.0 0.1 0.1
H 2.16801 -0.17478 -1.72600 -0.1 0.1 0.0
H 4.65421 -0.30998 -0.71644 -0.1 0.0 0.1
H 4.63337 -3.33890 1.69696 0.1 0.0 0.0
H 5.88481 -2.92166 0.52452 0.0 0.0 0.0
H -6.78966 -1.69954 0.46665 -0.1 0.0 0.0
H -0.01886 0.04329 -1.01458 0.0 0.1 0.1
H 3.16318 -3.64975 -0.14149 0.1 0.0 -0.1
H 2.26303 0.30601 1.04960 0.1 0.0 0.1
H -1.17027 2.61135 1.15497 0.0 -0.1 0.0
```
Positions in Å, forces in eV/Å.

The total charge is 0.

Atom charges from the Mulliken analysis, given in e for atoms 1 to 2: -0.2788, -0.3542

=====

Let's list E in order: -1048.1225, -1123.4625, -1007.2606 hartree.
Let's list relative energy (zero: lowest compared OMol25 entry of this formula, charge and spin) in order: 96.1, 45.5, 32.3 kcal per mole.